(1)
ORCA calculation (ωB97M-V with the def2-TZVPD basis set) on a 2-piece molecular cluster, CH4F2Si overall.

Geometry as XYZ:
```
8
Properties=species:S:1:pos:R:3:mulliken_charge:R:1
Si 0.51427 -0.79341 0.24610 0.31
F 1.85877 -1.21537 1.03411 -0.24
F -1.19462 1.63492 1.86833 -0.38
C 0.41651 -0.10973 -1.39832 -0.70
H 1.01922 -0.50719 -2.23772 0.32
H -0.52120 -1.31905 1.10357 -0.05
H -0.48757 0.24450 -1.82993 0.36
H -1.60538 2.06532 1.21385 0.38
```

Values from the calculation:
lowest unoccupied orbital energy (alpha / beta)	0.60 / -1.82	eV
spin multiplicity	3
net charge	0
gap between HOMO and LUMO (alpha / beta)	6.21 / 10.47	eV



(2)
ORCA calculation (ωB97M-V with the def2-TZVPD basis set) on CH4F3KO5S as an isolated structure.

Geometry as XYZ:
```
15
Properties=species:S:1:pos:R:3:mulliken_charge:R:1
K -1.98026 -0.19051 4.08916 0.99
S -0.99716 1.98352 -1.79512 1.08
F 1.40015 2.82758 -1.12819 -0.22
F 1.18475 0.61830 -0.91454 -0.24
F 1.44250 1.63738 -2.84150 -0.23
O -1.51007 2.05230 -0.40574 -0.69
O -1.78158 -2.74888 -0.06933 -0.65
O 2.43653 -2.18893 3.76408 -0.65
O -1.10270 3.22915 -2.57842 -0.64
O -1.40550 0.73609 -2.38957 -0.64
C 0.88952 1.74534 -1.64901 0.60
H -1.94355 -2.23757 -0.86215 0.34
H 3.11928 -1.57244 4.02870 0.32
H -2.41415 -3.46595 -0.11280 0.31
H 2.66224 -2.42537 2.86442 0.33
```

Values from the calculation:
lowest unoccupied orbital energy	-2.23	eV
net charge	0
gap between HOMO and LUMO	5.54	eV



(3)
ORCA calculation (ωB97M-V with the def2-TZVPD basis set) on a 2-piece molecular cluster, CH4FN2 overall.

Geometry as XYZ:
```
8
Properties=species:S:1:pos:R:3:mulliken_charge:R:1
F 1.65558 -0.86741 0.22198 -0.08
N 0.52564 0.65428 -1.06757 -0.25
N -1.37701 -0.24265 1.12088 -0.41
C 0.68605 -0.11094 -0.04316 0.44
H 1.32959 0.94174 -1.68275 0.30
H -1.40906 -1.09454 0.49241 0.34
H -1.02515 -0.46584 2.08728 0.31
H -0.38565 1.18536 -1.12907 0.35
```

Values from the calculation:
lowest unoccupied orbital energy (alpha / beta)	-7.25 / -6.38	eV
net charge	+1
gap between HOMO and LUMO (alpha / beta)	9.61 / 10.35	eV



(4)
ORCA calculation (ωB97M-V with the def2-TZVPD basis set) on a 3-piece molecular cluster, CH4FN2O overall.

Geometry as XYZ:
```
9
Properties=species:S:1:pos:R:3:mulliken_charge:R:1
F 0.42751 1.33865 2.51740 -0.81
O 0.39888 -0.11987 -2.15199 -0.39
N 0.87714 -0.60366 -0.86724 -0.57
N -1.26116 0.19213 1.09041 -0.33
C -1.84811 -0.74483 0.71438 -0.31
H 1.03538 0.48689 -2.41559 0.31
H 0.40331 -1.41033 -0.54202 0.27
H -0.53471 0.90367 1.67372 0.45
H 0.50175 -0.04265 -0.01907 0.38
```

Values from the calculation:
lowest unoccupied orbital energy	4.02	eV
net charge	-1
gap between HOMO and LUMO	9.73	eV



(5)
ORCA calculation (ωB97M-V with the def2-TZVPD basis set) on a 2-piece molecular cluster, CH4FN2O overall.

Geometry as XYZ:
```
9
Properties=species:S:1:pos:R:3:mulliken_charge:R:1
F -0.06181 2.00683 0.20701 -0.12
O 1.24543 -0.30892 2.25971 -0.18
N 0.82514 -0.92727 1.26976 -0.14
N -0.61005 0.57099 -1.45793 -0.22
C -0.61954 0.93779 -0.20520 0.11
H -0.26440 1.16499 -2.26744 0.32
H 1.54722 -0.78413 3.08638 0.39
H -0.96463 0.24980 0.38548 0.55
H -1.22796 -0.17354 -1.81264 0.30
```

Values from the calculation:
lowest unoccupied orbital energy (alpha / beta)	-5.22 / -5.33	eV
net charge	+1
gap between HOMO and LUMO (alpha / beta)	7.98 / 7.95	eV



(6)
ORCA calculation (ωB97M-V with the def2-TZVPD basis set) on a 2-piece molecular cluster, CH4FNO overall.

Geometry as XYZ:
```
8
Properties=species:S:1:pos:R:3:mulliken_charge:R:1
F 0.43342 -0.11496 1.98395 -0.20
O 0.19192 -0.65169 -0.27316 -0.19
N -0.41374 -0.59417 0.92537 -0.21
C 0.17826 0.56708 -0.89378 -0.50
H 1.15747 1.07393 -0.88083 0.23
H -0.77155 -1.92112 1.21789 0.31
H -0.56325 1.14576 -0.23469 0.30
H -0.21253 0.49517 -1.84476 0.27
```

Values from the calculation:
lowest unoccupied orbital energy	0.43	eV
net charge	0
gap between HOMO and LUMO	10.27	eV



(7)
ORCA calculation (ωB97M-V with the def2-TZVPD basis set) on CH4FNS as an isolated structure.

Geometry as XYZ:
```
8
Properties=species:S:1:pos:R:3:mulliken_charge:R:1
S 0.27793 1.17905 0.02448 -0.27
F -1.16687 0.59931 -1.34984 -0.32
N 0.72781 -0.47484 -0.02549 -0.30
C 0.38131 -1.18361 0.96870 -0.20
H 0.82822 1.48593 -1.15746 0.20
H 0.65812 -2.23681 0.95174 0.26
H -1.53055 1.44999 -1.24791 0.42
H -0.17598 -0.81901 1.83578 0.22
```

Values from the calculation:
lowest unoccupied orbital energy	0.56	eV
net charge	0
gap between HOMO and LUMO	8.48	eV



(8)
ORCA calculation (ωB97M-V with the def2-TZVPD basis set) on a 2-piece molecular cluster, CH4FNS overall.

Geometry as XYZ:
```
8
Properties=species:S:1:pos:R:3:mulliken_charge:R:1
S 1.47821 0.34856 1.26229 0.04
F 1.65452 -1.72998 -1.08194 -0.50
N 0.50537 0.20836 0.03968 -0.27
C -0.87235 0.45535 0.17048 -0.58
H -1.29323 0.11736 1.17428 0.28
H 0.98123 -0.98272 -0.88554 0.48
H -1.03174 1.55362 0.05937 0.26
H -1.42200 0.02944 -0.73861 0.29
```

Values from the calculation:
lowest unoccupied orbital energy	-2.04	eV
net charge	0
gap between HOMO and LUMO	7.31	eV
SMILES string	CN=S.F



Computed ΔE to the lowest compared entry with this formula, charge and spin (eV) in order:
2.0517; 1.9508; 4.8946; 0.7665; 3.7146; 5.3316; 3.0728; 1.9930